This record from the OMol25 dataset describes a cluster of 4 separate species, C8H24N3P in total. The level of theory is ωB97M-V/def2-TZVPD.

The multiplicity is 1. The charge is +2. The value obtained for the energy above the lowest of the compared OMol25 structures with the same formula, charge and spin is 0.5264 eV. For the HOMO energy (spin up / spin down), the calculation gives -0.52750 / -0.52748 Eh.

Geometry as XYZ:
```
36
C8H24N3P | the OMol25 dataset | ωB97M-V/def2-TZVPD
C -4.556 2.461 1.922
C -6.119 2.723 -0.139
C 10.028 -0.947 0.487
C 10.111 1.608 0.339
C -3.794 -2.674 -0.848
C -4.996 -2.573 1.724
C -5.126 1.920 0.689
C 10.297 0.262 -0.246
N -4.578 0.895 0.186
N -5.494 -0.604 -2.761
N 10.620 0.142 -1.500
P -3.543 -1.930 0.881
H -3.879 1.722 2.539
H -3.933 3.332 1.727
H -5.336 2.853 2.593
H -6.090 2.415 -1.160
H -6.156 3.841 -0.169
H -7.137 2.506 0.392
H 10.225 -0.791 1.487
H 10.452 -1.822 -0.014
H 8.864 -1.113 0.414
H 10.603 2.380 -0.377
H 10.654 1.605 1.252
H 9.044 1.675 0.348
H -2.762 -3.058 -1.204
H -4.406 -3.583 -0.639
H -4.237 -1.916 -1.653
H -5.871 -2.480 1.038
H -4.959 -3.687 1.887
H -5.140 -1.973 2.659
H -5.048 -0.523 -3.737
H -6.323 -1.029 -2.937
H -5.793 0.293 -2.414
H -4.936 0.500 -0.703
H 10.883 -0.705 -2.002
H 10.498 0.963 -2.082
```

Charges computed using natural (NBO), reported in e: C -0.6833; C -0.6956; C -0.6986; C -0.6827; C -1.0742; C -1.1039; C 0.3594; C 0.5307; N -0.6738; N -1.0746; N -0.6396; P 1.2532; H 0.2363; H 0.2582; H 0.2429; H 0.2173; H 0.2628; H 0.2495; H 0.2629; H 0.2612; H 0.2970; H 0.2509; H 0.2751; H 0.2745; H 0.2759; H 0.2485; H 0.3503; H 0.2827; H 0.3136; H 0.2807; H 0.3916; H 0.3665; H 0.3588; H 0.3571; H 0.4417; H 0.4270

This record from the OMol25 dataset describes a cluster of 11 separate species, C17H51IN20O12 in total. The level of theory is ωB97M-V/def2-TZVPD.

The multiplicity is 1. The charge is 0. For the HOMO energy, the calculation gives -0.33569 Eh. The SMILES is O=C1CC[C@H](CCCI)O1.NC(N)=O.NC(N)=O.NC(N)=O.NC(N)=O.NC(N)=O.NC(N)=O.NC(N)=O.NC(N)=O.NC(N)=O.NC(N)=O.

Geometry as XYZ:
```
101
C17H51IN20O12 | the OMol25 dataset | ωB97M-V/def2-TZVPD
O 4.726 -0.622 3.475
C 4.075 -0.022 2.579
C 3.918 -0.498 1.026
C 3.330 0.916 0.465
C 2.344 1.182 1.696
C 1.264 2.353 1.618
C -0.233 1.697 1.733
C -0.547 0.613 0.578
I -2.270 1.057 -0.677
O 3.311 1.180 2.814
H 4.919 -0.699 0.498
H 3.101 -1.304 0.913
H 4.253 1.602 0.565
H 2.895 0.895 -0.598
H 1.812 0.176 1.862
H 1.338 2.903 0.609
H 1.415 3.154 2.436
H -1.041 2.514 1.775
H -0.220 1.132 2.743
H -0.766 -0.378 1.113
H 0.369 0.422 -0.087
N -1.394 -4.260 -1.105
C -1.278 -2.913 -1.174
N -1.964 -2.337 -2.192
O -0.605 -2.266 -0.381
H -1.939 -4.810 -1.747
H -0.899 -4.725 -0.364
H -1.904 -1.333 -2.280
H -2.519 -2.851 -2.852
N 1.412 3.247 -3.777
C 1.088 3.295 -2.463
N 0.146 4.216 -2.145
O 1.606 2.562 -1.627
H 0.999 3.837 -4.479
H 2.109 2.575 -4.053
H -0.123 4.282 -1.175
H -0.291 4.826 -2.816
N -2.099 6.616 3.127
C -1.272 5.558 2.932
N -1.097 4.769 4.018
O -0.728 5.334 1.859
H -2.554 6.817 3.999
H -2.255 7.227 2.343
H -0.489 3.973 3.912
H -1.534 4.933 4.908
N -3.982 6.992 -2.469
C -3.150 5.936 -2.654
N -2.975 5.152 -1.565
O -2.600 5.709 -3.724
H -4.442 7.195 -1.601
H -4.136 7.598 -3.258
H -2.364 4.357 -1.666
H -3.415 5.318 -0.678
N 2.934 -0.883 6.407
C 1.931 -0.016 6.691
N 1.782 0.990 5.792
O 1.217 -0.131 7.677
H 3.531 -0.804 5.602
H 3.078 -1.644 7.050
H 1.048 1.656 5.966
H 2.359 1.100 4.976
N 0.075 -8.187 -2.006
C -0.211 -7.414 -3.085
N 0.604 -7.605 -4.151
O -1.132 -6.610 -3.093
H 0.825 -8.853 -1.978
H -0.508 -8.075 -1.194
H 0.426 -7.049 -4.976
H 1.363 -8.261 -4.161
N -1.401 -6.175 -8.421
C -1.598 -6.278 -7.083
N -2.747 -6.900 -6.724
O -0.802 -5.844 -6.264
H -2.042 -6.524 -9.110
H -0.557 -5.718 -8.727
H -2.927 -6.995 -5.736
H -3.414 -7.264 -7.378
N 5.566 -5.268 5.521
C 5.689 -3.918 5.434
N 5.011 -3.351 4.406
O 6.359 -3.266 6.221
H 5.021 -5.822 4.886
H 6.056 -5.726 6.272
H 5.077 -2.347 4.307
H 4.455 -3.869 3.751
N -1.853 2.048 -5.528
C -1.018 2.076 -6.596
N -1.099 0.993 -7.409
O -0.251 3.004 -6.808
H -2.488 1.296 -5.335
H -1.821 2.836 -4.900
H -0.493 0.977 -8.213
H -1.720 0.221 -7.253
N -2.967 1.562 4.913
C -3.377 2.635 5.631
N -4.722 2.798 5.691
O -2.595 3.397 6.183
H -3.591 0.925 4.453
H -1.974 1.407 4.846
H -5.066 3.585 6.216
H -5.380 2.185 5.246
```

Atom charges from the Löwdin analysis, given in e for atoms 1 to 99: O 0.0305; C -0.3072; C -0.0568; C -0.1085; C -0.2881; C -0.1113; C -0.2682; C -0.6308; I 0.7580; O -0.0400; H 0.1290; H 0.1339; H 0.1372; H 0.1117; H 0.1401; H 0.1012; H 0.1181; H 0.0774; H 0.1003; H 0.0445; H 0.0581; N 0.1600; C -0.6894; N 0.1446; O -0.0149; H 0.0732; H 0.1037; H 0.0093; H 0.0969; N 0.1711; C -0.6736; N 0.1714; O -0.0073; H 0.0910; H 0.1099; H 0.0939; H 0.0838; N 0.1489; C -0.6971; N 0.1726; O -0.0001; H 0.0962; H 0.1002; H 0.0894; H 0.0757; N 0.1501; C -0.6969; N 0.1641; O 0.0093; H 0.0940; H 0.1077; H 0.0448; H 0.0991; N 0.1665; C -0.7032; N 0.1583; O 0.0096; H 0.0665; H 0.1078; H 0.0969; H 0.0683; N 0.1465; C -0.6880; N 0.1624; O 0.0029; H 0.0932; H 0.1022; H 0.0729; H 0.0956; N 0.1495; C -0.6868; N 0.1593; O 0.0156; H 0.0949; H 0.1074; H 0.1082; H 0.0958; N 0.1395; C -0.7031; N 0.1555; O 0.0202; H 0.0886; H 0.1029; H 0.0516; H 0.0946; N 0.1613; C -0.6994; N 0.1457; O 0.0111; H 0.0930; H 0.0975; H 0.1051; H 0.0924; N 0.1663; C -0.6892; N 0.1516; O 0.0028; H 0.0996; H 0.0969

This record from the OMol25 dataset describes a structure of composition C11H11AlN3O5. The level of theory is ωB97M-V/def2-TZVPD.

The multiplicity is 1. The charge is +3. The value obtained for the energy above the lowest of the compared OMol25 structures with the same formula, charge and spin is 0.0000 eV. For the HOMO energy, the calculation gives -0.73653 Eh.

Geometry as XYZ:
```
31
C11H11AlN3O5 | the OMol25 dataset | ωB97M-V/def2-TZVPD
Al 0.063 0.193 0.036
O 0.143 -2.818 1.308
C 0.144 -1.744 0.882
C -0.106 2.178 -0.690
O -0.256 3.251 -1.084
C -2.000 0.206 0.376
O -3.147 0.191 0.472
C 2.167 0.219 -0.366
O 3.303 0.142 -0.521
C -0.094 -1.441 -1.501
H 0.830 -2.027 -1.617
H -0.991 -2.077 -1.458
C -0.184 -0.128 -2.061
H -1.155 0.247 -2.431
H 0.667 0.292 -2.626
C -1.491 3.915 3.247
N -0.509 2.852 3.078
C 0.583 2.816 3.902
C 1.540 1.863 3.753
C 1.401 0.905 2.726
N 0.376 1.042 1.847
C -0.562 2.026 1.993
O -1.457 2.176 1.092
N 2.259 -0.124 2.539
H -1.200 4.478 4.129
H -2.489 3.516 3.404
H -1.506 4.580 2.387
H 0.589 3.609 4.655
H 2.400 1.815 4.424
H 2.978 -0.241 3.246
H 1.960 -0.937 1.992
```

Charges computed using natural (NBO), reported in e: Al 1.0099; O -0.2414; C 0.5401; C 0.5531; O -0.2726; C 0.5387; O -0.2598; C 0.5699; O -0.2403; C -0.4002; H 0.2964; H 0.3110; C -0.5075; H 0.3163; H 0.3067; C -0.4199; N -0.3404; C 0.1964; C -0.3398; C 0.5046; N -0.7464; C 0.7948; O -0.6336; N -0.7365; H 0.2487; H 0.2603; H 0.2535; H 0.2851; H 0.2951; H 0.4638; H 0.3938

This record from the OMol25 dataset describes a structure of composition C38H27F5N10O2SV. The level of theory is ωB97M-V/def2-TZVPD.

Its expectation value of S² is 3.76. The multiplicity is 4. The charge is 0. The value obtained for the energy above the lowest of the compared OMol25 structures with the same formula, charge and spin is 0.2116 eV. For the HOMO energy (spin up / spin down), the calculation gives -0.29177 / -0.32264 Eh.

Geometry as XYZ:
```
84
C38H27F5N10O2SV | the OMol25 dataset | ωB97M-V/def2-TZVPD
V 0.913 0.881 0.076
C 2.531 2.891 -3.570
C 2.272 2.670 -2.223
N 2.116 1.436 -1.754
C 2.223 0.419 -2.628
C 2.458 0.670 -3.973
N 2.612 1.899 -4.447
C 2.114 -0.934 -2.045
C 2.400 -2.116 -2.712
C 2.361 -3.311 -2.002
C 2.131 -3.267 -0.631
C 1.867 -2.048 -0.033
N 1.777 -0.929 -0.754
C 1.785 -1.818 1.427
C 2.007 -2.811 2.372
N 2.067 -2.554 3.672
C 1.871 -1.296 4.034
C 1.640 -0.290 3.105
N 1.622 -0.542 1.803
C 2.598 -4.606 -2.679
C 1.842 -5.724 -2.350
C 2.089 -6.918 -3.010
N 3.022 -7.063 -3.947
C 3.743 -5.989 -4.256
C 3.570 -4.749 -3.661
H 2.663 3.899 -3.944
H 2.185 3.477 -1.511
H 2.512 -0.137 -4.693
H 2.631 -2.119 -3.767
H 2.190 -4.172 -0.045
H 2.180 -3.837 2.071
H 1.901 -1.071 5.093
H 1.474 0.735 3.406
H 1.051 -5.666 -1.613
H 1.504 -7.800 -2.775
H 4.502 -6.126 -5.018
H 4.206 -3.921 -3.947
F -0.489 -0.655 -2.537
C -1.135 0.529 -2.324
C -0.695 1.397 -1.343
C -1.424 2.569 -1.300
F -1.090 3.534 -0.400
C -2.512 2.865 -2.104
F -3.169 4.023 -1.990
C -2.919 1.937 -3.047
F -3.965 2.187 -3.837
C -2.213 0.754 -3.164
F -2.579 -0.152 -4.082
O -0.056 1.633 1.671
N -0.574 2.591 2.363
C -0.013 3.764 2.273
C -0.553 4.849 3.029
N -0.980 5.718 3.648
C 1.140 3.950 1.445
N 2.097 4.020 0.809
C -2.951 -0.557 0.643
C -2.975 -2.034 0.338
O -1.740 -2.412 -0.258
C -1.718 -3.749 -0.721
C -1.384 -3.791 -2.199
H -3.850 -0.281 1.197
H -2.916 0.030 -0.274
H -2.082 -0.301 1.250
H -3.798 -2.273 -0.348
H -3.136 -2.615 1.256
H -2.682 -4.232 -0.532
H -0.965 -4.309 -0.146
H -2.142 -3.262 -2.777
H -1.325 -4.821 -2.557
H -0.429 -3.298 -2.381
S -2.467 -3.953 4.108
C -1.254 -3.357 3.022
N -1.049 -2.090 3.013
C -1.897 -1.464 3.918
C -1.962 -0.085 4.129
C -2.864 0.398 5.052
C -3.704 -0.470 5.764
C -3.661 -1.834 5.556
C -2.751 -2.322 4.621
H -0.715 -4.046 2.385
H -1.332 0.579 3.549
H -2.935 1.465 5.220
H -4.404 -0.065 6.482
H -4.319 -2.500 6.099
```

Charges computed using Löwdin, reported in e: V 0.8795; C -0.0843; C -0.0702; N 0.0529; C -0.1867; C -0.0509; N 0.1033; C -0.1873; C 0.0673; C -0.1396; C 0.0603; C -0.1610; N 0.0813; C -0.1765; C -0.0812; N 0.1081; C -0.0969; C -0.0850; N 0.0824; C -0.1727; C -0.0138; C -0.1283; N 0.0670; C -0.1311; C -0.0096; H 0.1150; H 0.0849; H 0.1182; H 0.1216; H 0.1211; H 0.1152; H 0.1166; H 0.1140; H 0.1058; H 0.1096; H 0.1090; H 0.1151; F 0.0471; C -0.2420; C -0.0578; C -0.2309; F 0.0519; C -0.1506; F 0.1138; C -0.1448; F 0.1196; C -0.1545; F 0.1033; O -0.3173; N 0.0131; C -0.3098; C -0.1759; N 0.1577; C -0.1704; N 0.1841; C -0.0459; C -0.2690; O -0.1716; C -0.2833; C -0.0613; H 0.0898; H 0.0635; H 0.0526; H 0.1249; H 0.0972; H 0.1180; H 0.0988; H 0.0835; H 0.0748; H 0.0536; S 1.0521; C -0.4801; N 0.0659; C -0.3162; C -0.0151; C -0.0660; C -0.0825; C -0.0896; C -0.4739; H 0.0712; H 0.0790; H 0.1080; H 0.1043; H 0.1072